Formula: C6H12AgO3
Source: OMol25
Level of theory: ωB97M-V/def2-TZVPD

Values from the calculation:
Total charge: -2
Maximum force (eV/A): 1.3
HOMO-LUMO gap (spin up / spin down) (eV): 4.6 / 4.1
Calculated total energy (eV): -16553.111
LUMO (spin up / spin down) (eV): 5.56 / 5.15
M (g mol⁻¹): 240.03
2S+1: 2
<S²>: 0.76

```
22
Properties=species:S:1:pos:R:3:forces:R:3
Ag 0.816 2.219 2.506 -0.266 -0.176 0.040
O 1.842 1.070 0.064 -1.175 -0.430 -0.426
O -2.333 0.222 3.160 -0.298 -0.036 -0.164
O -1.422 -1.523 -2.422 -0.179 -0.569 -0.050
C 3.060 -0.060 -1.711 0.009 -0.079 -0.283
C -2.117 -0.137 -0.596 0.052 -0.150 -0.058
C -2.824 -0.083 1.917 0.604 0.340 0.822
C -1.824 0.309 0.807 -0.300 -0.505 -0.549
C 2.789 0.056 -0.223 -0.215 -0.272 0.195
C -1.432 -1.172 -1.191 0.274 1.088 -0.590
H 2.138 -0.326 -2.251 0.233 0.082 0.154
H 3.807 -0.844 -1.901 -0.115 0.114 -0.004
H -2.865 0.417 -1.176 0.227 -0.196 0.002
H -3.768 0.470 1.669 -0.156 -0.215 0.000
H 0.938 0.734 -0.208 1.135 0.473 0.408
H -0.891 -0.213 1.101 -0.003 0.722 0.193
H -0.679 -1.665 -0.524 -0.101 -0.082 0.124
H -1.792 1.419 0.834 0.610 -0.340 0.281
H -3.021 -1.176 1.769 -0.113 0.186 -0.014
H 3.716 0.299 0.319 -0.284 0.077 -0.077
H 2.421 -0.907 0.170 0.179 0.170 -0.116
H 3.443 0.890 -2.113 -0.117 -0.202 0.112
```
Positions in Å, forces in eV/Å.